[1]
Formula: C5H24N2O8
Source: the OMol25 dataset
Level of theory: ωB97M-V/def2-TZVPD

Geometry as XYZ:
```
39
Properties=species:S:1:pos:R:3:forces:R:3:mulliken_charge:R:1
O -3.481 -0.785 0.070 0.2687 -0.4569 -0.1604 -0.51
C -2.394 -1.321 0.090 -0.0090 2.2217 0.0902 -0.36
C -1.111 -0.601 -0.537 -2.7849 -0.1671 2.3449 0.22
C -0.175 -0.163 0.670 -0.5388 -0.5604 -1.5932 -0.07
C 1.114 -0.906 0.525 1.1119 1.6967 0.2509 -0.41
C 2.085 -0.179 -0.052 0.4332 -0.5071 -0.1927 -0.43
N 3.373 -0.630 -0.370 -0.7672 -0.2135 -0.4919 -0.48
N -1.616 0.423 -1.425 -0.3115 0.5073 -0.4880 -0.49
H -2.293 -2.264 0.633 0.5028 -0.3632 -0.0891 0.47
H -0.797 -1.487 -1.040 1.5283 -0.1976 -0.6405 0.10
H -0.704 -0.244 1.602 -0.1423 -0.5897 0.6109 0.60
H 0.035 0.911 0.639 -0.1489 -0.1914 -0.4561 -0.37
H 1.303 -1.887 0.922 -0.1933 -0.3181 -0.0026 0.33
H 1.877 0.834 -0.443 0.2371 -0.8139 0.5857 0.58
H 4.131 0.013 -0.314 0.2688 0.3098 0.0700 0.20
H 3.608 -1.589 -0.196 0.0320 -0.0690 0.2823 0.18
H -1.132 1.306 -1.392 0.8101 -0.1169 0.1301 0.22
H -2.559 0.730 -1.172 0.0384 -0.7216 0.1219 0.31
H -1.506 2.259 2.413 -0.0203 -0.0498 0.2111 0.35
H -2.935 1.749 2.312 -0.0152 0.1105 -0.1770 0.28
O -2.327 2.391 1.930 -0.2161 0.1179 -0.4593 -0.63
H -1.698 0.816 4.120 0.2906 -0.3237 0.4034 0.29
H -0.215 1.201 4.554 -0.2334 -0.4680 0.1614 0.30
O -0.984 1.450 4.038 0.2531 0.5890 -0.1994 -0.65
H 1.036 3.316 -1.283 0.5857 -0.3848 0.2029 0.28
H 0.928 2.887 0.149 0.2332 -0.2892 0.1790 0.29
O 1.506 2.771 -0.619 -0.9496 1.1605 -0.5881 -0.64
H 0.683 -0.705 -2.673 -0.1204 -0.0581 0.0187 0.34
H 2.115 -1.032 -2.966 0.0326 -0.2662 0.0333 0.30
O 1.233 -1.429 -3.003 0.1654 0.6236 -0.0611 -0.66
H 2.587 3.118 1.431 -0.2789 0.6773 0.3600 0.32
H 1.702 2.811 2.788 0.3532 0.7298 -0.5101 0.29
O 2.258 2.488 2.071 -0.0947 -1.3370 0.2557 -0.61
H -2.967 -1.987 -2.384 0.0667 0.2265 -0.1043 0.32
H -1.525 -1.665 -2.854 -0.5009 0.0897 -0.0773 0.36
O -2.181 -2.373 -2.783 0.2329 -0.3616 -0.1272 -0.62
H -0.335 -3.723 -2.110 0.1608 0.2176 -0.0063 0.31
H 0.912 -2.844 -1.791 -0.2776 -0.2166 -0.3199 0.37
O 0.447 -3.661 -1.548 -0.0024 -0.2367 0.4321 -0.67
```
Positions in Å, forces in eV/Å.

## Properties
Energy relative to the best compared isomer or geometry (same formula, charge and spin) ... 294.0 kJ/mol
HOMO-LUMO gap ... 7.8 eV
Total charge ... 0
E ... -24933.019 eV
SMILES string ... N/C=C/C[C@H](N)C=O.O.O.O.O.O.O.O

---

[2]
Formula: C14H10Cl3N4O3RbS2
Source: the OMol25 dataset
Level of theory: ωB97M-V/def2-TZVPD

Geometry as XYZ:
```
37
Properties=species:S:1:pos:R:3:forces:R:3:mulliken_charge:R:1
Rb -0.915 1.155 -0.632 0.0498 0.0363 -0.0818 0.99
S -2.290 4.108 -0.262 -0.0302 -0.0202 0.0299 -0.63
C -3.245 3.533 1.055 0.0194 -0.0081 0.0111 0.27
S -3.140 1.914 1.656 0.0199 -0.0196 0.0316 -0.57
C -4.153 4.423 1.675 0.0055 -0.0002 0.0090 -0.08
C -4.313 5.774 1.265 -0.0095 -0.0129 -0.0038 0.18
N -4.504 6.884 0.995 0.0023 0.0009 0.0000 -0.65
C -4.976 4.049 2.772 0.0081 0.0021 0.0029 0.16
N -5.676 3.827 3.667 -0.0040 -0.0067 -0.0025 -0.67
C -2.509 -2.557 1.328 0.0207 0.0131 0.0083 -1.17
C -1.648 -2.395 0.102 -0.0451 0.0682 0.0403 0.74
O -1.945 -1.626 -0.790 0.0481 -0.0257 -0.1117 -0.60
N -0.508 -3.158 0.068 -0.0160 -0.0175 -0.0354 -0.20
C 0.603 -2.741 -0.766 0.0080 -0.0070 0.0312 -0.65
C 1.566 -1.840 -0.022 0.0072 -0.0052 -0.0077 0.74
C 2.915 -1.799 -0.356 -0.0040 -0.0146 -0.0167 -0.88
C 3.740 -0.914 0.313 0.0102 0.0016 0.0083 -0.24
C 3.199 -0.108 1.300 -0.0128 -0.0094 0.0031 -0.46
C 1.848 -0.229 1.573 0.0245 0.0246 -0.0070 -0.39
N 1.045 -1.078 0.935 -0.0570 0.0367 0.0317 -0.28
H -3.537 -2.312 1.076 -0.0019 -0.0066 -0.0025 0.33
H -2.169 -1.827 2.066 -0.0093 -0.0020 0.0003 0.26
H -2.446 -3.557 1.758 0.0115 -0.0089 0.0101 0.36
H -0.251 -3.561 0.955 -0.0057 0.0236 0.0203 0.26
H 0.203 -2.185 -1.617 0.0029 0.0113 0.0062 0.32
H 1.134 -3.612 -1.154 -0.0040 -0.0169 -0.0097 0.24
H 3.294 -2.423 -1.155 -0.0022 -0.0013 0.0089 0.37
H 4.787 -0.838 0.047 -0.0004 -0.0002 -0.0008 0.43
H 3.799 0.619 1.830 0.0016 -0.0026 -0.0010 0.38
H 1.377 0.392 2.328 -0.0017 0.0025 -0.0003 0.43
Cl 2.812 1.230 -4.920 0.0114 -0.0009 0.0023 -0.18
C 3.114 0.215 -3.485 0.0010 0.0136 -0.0103 0.55
Cl 3.236 -1.486 -4.016 -0.0145 0.0082 0.0104 -0.19
Cl 4.679 0.683 -2.781 0.0027 -0.0015 -0.0151 -0.16
C 1.885 0.432 -2.470 0.0076 -0.0457 0.0291 0.25
O 0.876 -0.206 -2.790 -0.0114 -0.0390 0.0063 -0.66
O 2.112 1.215 -1.548 -0.0329 0.0299 0.0050 -0.60
```
Positions in Å, forces in eV/Å.

## Properties
Energy relative to the best compared isomer or geometry (same formula, charge and spin) ... 0.0 kJ/mol
HOMO-LUMO gap ... 4.7 eV
Total charge ... -2
E ... -86680.523 eV

---

[3]
Formula: C14H23NO4
Source: the OMol25 dataset
Level of theory: ωB97M-V/def2-TZVPD

Geometry as XYZ:
```
42
Properties=species:S:1:pos:R:3:forces:R:3:mulliken_charge:R:1
O 0.169 1.243 1.871 -0.3477 0.7869 0.6341 -0.65
O -2.760 0.454 0.699 -2.8140 0.3703 1.4967 -0.65
O 1.459 -0.525 1.749 1.2052 -1.9731 0.8148 -0.12
O 0.147 -0.839 -0.520 0.2755 -0.7407 0.3002 -0.45
C 0.338 0.091 1.557 0.6842 2.9737 0.8090 -0.46
C -1.739 0.218 0.168 2.0389 1.2421 -1.5317 -0.45
N -1.346 0.745 -1.054 0.0563 -0.5926 0.2487 0.43
C 3.277 -0.953 3.257 -0.9407 1.7501 0.9031 -1.30
C -1.338 -2.229 2.816 -0.3790 0.0400 -1.2250 -1.27
C -0.187 -3.243 0.772 1.3250 2.7651 -0.9283 -1.40
C 2.579 0.094 2.461 -1.0344 0.9658 -1.8171 -0.32
C -0.606 -0.599 0.719 -0.8396 -4.2612 -2.3289 2.56
C -2.253 1.603 -1.817 0.3500 -0.5238 -1.0661 -0.63
C -0.148 0.075 -1.565 -2.0146 -0.0518 1.5963 -0.28
C -1.741 2.205 -3.147 -0.3145 -1.1497 -0.4922 -0.59
C 0.927 1.057 -1.758 2.0860 -1.1401 -1.3369 -0.65
C -0.381 2.777 -2.995 1.4286 -0.1973 -2.0445 -0.77
C 0.784 1.775 -3.098 -2.2731 0.0388 2.5478 -1.05
C -1.104 -2.069 1.264 2.0660 -0.0368 0.0812 -0.26
H 3.190 -1.892 2.875 0.4523 -2.5334 -1.9113 0.37
H 4.266 -0.599 3.382 1.1604 -0.1859 0.5500 0.38
H 2.742 -1.114 4.186 0.1890 0.5769 0.6160 0.36
H -2.135 -1.578 3.062 -0.9834 0.9466 0.3460 0.42
H -0.513 -1.883 3.429 0.4358 -0.4330 -0.0212 0.21
H -1.746 -3.227 3.128 0.9336 0.6308 -0.5570 0.38
H 0.036 -3.319 -0.318 -0.7898 0.2931 0.6955 0.21
H -0.687 -4.085 1.109 -0.4454 -1.9721 0.6603 0.56
H 0.807 -3.085 1.191 -0.0109 -0.5114 0.4345 0.21
H 3.124 0.610 1.614 -0.0001 -0.7068 1.2129 0.30
H 2.204 0.858 3.130 -0.2114 0.3320 -0.1027 0.36
H -3.075 0.992 -2.147 -1.0114 -0.0608 0.5168 0.27
H -2.523 2.415 -1.169 -0.5689 0.2232 0.3405 0.38
H -0.439 -0.498 -2.455 0.5064 -0.0083 -0.0912 0.47
H -1.703 1.432 -3.970 -0.2257 0.5651 0.8381 0.31
H -2.461 2.974 -3.500 0.2931 -0.5129 0.4600 0.38
H 0.981 1.754 -0.911 -0.0049 -0.1994 -0.2325 0.30
H 1.895 0.490 -1.854 -0.7320 0.3602 0.5223 0.28
H -0.311 3.287 -2.080 0.2254 0.8179 1.3801 0.43
H -0.181 3.496 -3.771 -0.2128 0.6054 -0.4064 0.36
H 0.769 1.121 -3.933 -0.4917 -0.8029 -0.7712 0.43
H 1.682 2.245 -3.131 2.5633 2.0988 -0.7010 0.50
H -1.999 -2.273 0.753 -1.6289 0.2112 -0.4399 0.49
```
Positions in Å, forces in eV/Å.

## Properties
Energy relative to the best compared isomer or geometry (same formula, charge and spin) ... 268.7 kJ/mol
HOMO-LUMO gap ... 10.0 eV
Total charge ... 0
E ... -24569.966 eV
SMILES string ... CCOC(=O)[C@]1(C(C)C)O[C@@H]2CCCCCN2C1=O

---

Repeat the second record exactly.
Formula: C14H10Cl3N4O3RbS2
Source: the OMol25 dataset
Level of theory: ωB97M-V/def2-TZVPD

Geometry as XYZ:
```
37
Properties=species:S:1:pos:R:3:forces:R:3:mulliken_charge:R:1
Rb -0.915 1.155 -0.632 0.0498 0.0363 -0.0818 0.99
S -2.290 4.108 -0.262 -0.0302 -0.0202 0.0299 -0.63
C -3.245 3.533 1.055 0.0194 -0.0081 0.0111 0.27
S -3.140 1.914 1.656 0.0199 -0.0196 0.0316 -0.57
C -4.153 4.423 1.675 0.0055 -0.0002 0.0090 -0.08
C -4.313 5.774 1.265 -0.0095 -0.0129 -0.0038 0.18
N -4.504 6.884 0.995 0.0023 0.0009 0.0000 -0.65
C -4.976 4.049 2.772 0.0081 0.0021 0.0029 0.16
N -5.676 3.827 3.667 -0.0040 -0.0067 -0.0025 -0.67
C -2.509 -2.557 1.328 0.0207 0.0131 0.0083 -1.17
C -1.648 -2.395 0.102 -0.0451 0.0682 0.0403 0.74
O -1.945 -1.626 -0.790 0.0481 -0.0257 -0.1117 -0.60
N -0.508 -3.158 0.068 -0.0160 -0.0175 -0.0354 -0.20
C 0.603 -2.741 -0.766 0.0080 -0.0070 0.0312 -0.65
C 1.566 -1.840 -0.022 0.0072 -0.0052 -0.0077 0.74
C 2.915 -1.799 -0.356 -0.0040 -0.0146 -0.0167 -0.88
C 3.740 -0.914 0.313 0.0102 0.0016 0.0083 -0.24
C 3.199 -0.108 1.300 -0.0128 -0.0094 0.0031 -0.46
C 1.848 -0.229 1.573 0.0245 0.0246 -0.0070 -0.39
N 1.045 -1.078 0.935 -0.0570 0.0367 0.0317 -0.28
H -3.537 -2.312 1.076 -0.0019 -0.0066 -0.0025 0.33
H -2.169 -1.827 2.066 -0.0093 -0.0020 0.0003 0.26
H -2.446 -3.557 1.758 0.0115 -0.0089 0.0101 0.36
H -0.251 -3.561 0.955 -0.0057 0.0236 0.0203 0.26
H 0.203 -2.185 -1.617 0.0029 0.0113 0.0062 0.32
H 1.134 -3.612 -1.154 -0.0040 -0.0169 -0.0097 0.24
H 3.294 -2.423 -1.155 -0.0022 -0.0013 0.0089 0.37
H 4.787 -0.838 0.047 -0.0004 -0.0002 -0.0008 0.43
H 3.799 0.619 1.830 0.0016 -0.0026 -0.0010 0.38
H 1.377 0.392 2.328 -0.0017 0.0025 -0.0003 0.43
Cl 2.812 1.230 -4.920 0.0114 -0.0009 0.0023 -0.18
C 3.114 0.215 -3.485 0.0010 0.0136 -0.0103 0.55
Cl 3.236 -1.486 -4.016 -0.0145 0.0082 0.0104 -0.19
Cl 4.679 0.683 -2.781 0.0027 -0.0015 -0.0151 -0.16
C 1.885 0.432 -2.470 0.0076 -0.0457 0.0291 0.25
O 0.876 -0.206 -2.790 -0.0114 -0.0390 0.0063 -0.66
O 2.112 1.215 -1.548 -0.0329 0.0299 0.0050 -0.60
```
Positions in Å, forces in eV/Å.

## Properties
Energy relative to the best compared isomer or geometry (same formula, charge and spin) ... 0.0 kJ/mol
HOMO-LUMO gap ... 4.7 eV
Total charge ... -2
E ... -86680.523 eV